Entry 1:
{
  "formula": "C18H35BF4N3O7S2",
  "method": "ωB97M-V with the def2-TZVPD basis set",
  "species": ["C", "C", "O", "O", "C", "C", "C", "C", "N", "C", "F", "F", "C", "F", "F", "C", "C", "B", "N", "O", "N", "H", "H", "H", "H", "H", "H", "H", "H", "H", "H", "H", "H", "H", "H", "H", "H", "H", "H", "H", "C", "C", "C", "S", "O", "O", "C", "H", "H", "H", "H", "H", "H", "H", "H", "C", "C", "C", "S", "O", "O", "C", "H", "H", "H", "H", "H", "H", "H", "H"],
  "positions_angstrom": [[-7.347, -0.599, 2.385], [-7.045, -1.171, 1.011], [-7.904, -1.312, 0.194], [-5.730, -1.512, 0.733], [-4.877, -0.360, 0.795], [-3.672, -0.584, -0.110], [-2.448, 0.252, 0.328], [-1.251, -0.724, 0.486], [-0.063, -0.038, 1.113], [-0.190, 0.311, 2.551], [-0.752, 1.502, 2.732], [1.078, 0.381, 3.011], [-0.916, -0.731, 3.427], [-2.254, -0.655, 3.279], [-0.464, -1.967, 3.142], [0.306, 1.149, 0.213], [-0.903, 1.975, -0.237], [-0.433, 3.040, -1.360], [0.520, 2.659, -2.396], [-0.916, 4.322, -1.280], [-2.057, 1.197, -0.726], [-8.370, -0.843, 2.659], [-7.287, 0.490, 2.357], [-6.691, -0.990, 3.163], [-4.521, -0.226, 1.822], [-5.438, 0.513, 0.455], [-3.413, -1.646, -0.095], [-3.908, -0.335, -1.145], [-2.631, 0.812, 1.243], [-1.497, -1.677, 0.948], [-0.935, -0.945, -0.534], [0.721, -0.696, 1.062], [-0.689, -0.495, 4.471], [0.924, 0.785, -0.607], [0.949, 1.801, 0.809], [-1.277, 2.568, 0.600], [1.090, 3.488, -2.582], [-0.025, 2.582, -3.256], [-1.755, 4.336, -0.805], [-1.831, 0.681, -1.570], [1.301, -5.017, 4.530], [2.627, -5.691, 4.910], [3.346, -6.059, 3.604], [2.793, -4.869, 2.379], [2.032, -5.553, 1.365], [3.873, -3.980, 2.031], [1.648, -4.003, 3.445], [0.826, -4.540, 5.387], [0.608, -5.763, 4.134], [3.239, -4.992, 5.484], [2.469, -6.571, 5.530], [4.427, -5.992, 3.694], [3.064, -7.049, 3.251], [0.799, -3.686, 2.860], [2.172, -3.141, 3.859], [4.149, 3.776, -6.915], [5.031, 4.574, -5.946], [4.151, 4.988, -4.759], [2.871, 3.735, -4.628], [1.589, 4.340, -4.901], [3.098, 2.960, -3.434], [3.379, 2.781, -6.052], [4.740, 3.268, -7.675], [3.453, 4.447, -7.422], [5.850, 3.943, -5.595], [5.473, 5.445, -6.426], [4.706, 5.021, -3.825], [3.660, 5.944, -4.934], [2.500, 2.367, -6.542], [4.026, 1.979, -5.697]],
  "mulliken_charge": [-0.91, 0.62, -0.50, -0.34, -0.41, -1.43, 0.56, -1.66, 0.18, 0.81, -0.25, -0.28, -0.08, -0.19, -0.17, -1.29, 0.05, 0.43, -0.34, -0.52, -0.47, 0.34, 0.26, 0.33, 0.29, 0.41, 0.49, 0.36, 0.75, 0.48, 0.53, 0.44, 0.37, 0.50, 0.36, 0.11, 0.18, 0.23, 0.33, 0.39, -0.70, -0.65, -0.66, 1.20, -0.67, -0.68, -0.25, 0.34, 0.35, 0.30, 0.34, 0.36, 0.37, 0.11, 0.28, -0.60, -0.64, -0.72, 1.28, -0.69, -0.68, -0.75, 0.35, 0.30, 0.30, 0.33, 0.37, 0.39, 0.39, 0.38],
  "total_energy_ha": -2618.3037,
  "homo_lumo_gap_ev": 9.84,
  "molar_mass_g_mol": 556.43,
  "charge": 1,
  "lumo_ev": -2.561
}

Entry 2:
{
  "formula": "C4H13NO3",
  "method": "ωB97M-V with the def2-TZVPD basis set",
  "species": ["C", "C", "C", "C", "N", "O", "H", "H", "H", "H", "H", "H", "H", "H", "H", "O", "H", "H", "O", "H", "H"],
  "positions_angstrom": [[1.159, -0.323, 1.129], [0.572, -0.009, -0.289], [-0.505, -0.971, -0.776], [-0.103, 1.400, -0.236], [-1.283, 1.697, 0.342], [0.499, 2.315, -0.810], [1.069, 0.512, 1.804], [0.610, -1.217, 1.413], [2.206, -0.593, 1.061], [1.366, 0.056, -1.022], [-0.104, -1.959, -1.057], [-0.833, -0.561, -1.750], [-1.288, -1.225, -0.075], [-1.981, 1.097, 0.750], [-1.588, 2.654, 0.294], [-3.200, -2.967, 1.270], [-3.314, -3.025, 0.320], [-2.285, -3.258, 1.367], [3.193, 1.844, -1.487], [3.542, 2.644, -1.095], [2.266, 1.889, -1.154]],
  "mulliken_charge": [-1.16, 0.72, -1.76, 0.46, -0.38, -0.75, 0.32, 0.32, 0.27, 0.35, 0.43, 0.37, 0.37, 0.18, 0.26, -0.65, 0.31, 0.31, -0.66, 0.29, 0.38],
  "total_energy_ha": -440.6869,
  "homo_lumo_gap_ev": 10.38,
  "molar_mass_g_mol": 123.15,
  "e_above_lowest_kcal_mol": 17.8,
  "smiles": "CC(C)C(N)=O.O.O",
  "lumo_ev": 0.476
}

Entry 3:
{
  "formula": "C30H62BNO15P",
  "method": "ωB97M-V with the def2-TZVPD basis set",
  "species": ["C", "C", "O", "C", "C", "O", "C", "C", "O", "C", "C", "O", "P", "C", "C", "C", "O", "N", "C", "C", "C", "C", "C", "C", "O", "C", "O", "B", "O", "O", "H", "H", "H", "H", "H", "H", "H", "H", "H", "H", "H", "H", "H", "H", "H", "H", "H", "H", "H", "H", "H", "H", "H", "H", "H", "H", "H", "H", "H", "H", "H", "H", "C", "O", "C", "C", "O", "C", "H", "H", "H", "H", "H", "H", "H", "H", "H", "H", "C", "O", "C", "C", "O", "C", "H", "H", "H", "H", "H", "H", "H", "H", "H", "H", "C", "O", "C", "C", "O", "C", "H", "H", "H", "H", "H", "H", "H", "H", "H", "H"],
  "positions_angstrom": [[3.999, -2.789, 1.023], [3.569, -2.259, -0.350], [3.997, -0.919, -0.451], [3.203, -0.161, -1.354], [2.432, 0.942, -0.621], [1.644, 1.581, -1.603], [1.148, 2.856, -1.204], [-0.399, 2.842, -1.195], [-0.879, 3.214, 0.086], [-2.237, 3.626, 0.053], [-3.266, 2.477, 0.264], [-4.378, 2.447, -0.574], [-4.000, 1.411, -1.969], [-5.332, 0.104, -1.529], [-5.464, -1.031, -2.589], [-4.977, -2.361, -2.035], [-4.192, -3.027, -2.665], [-5.478, -2.804, -0.753], [-6.652, -3.602, -0.971], [-7.830, -3.289, -0.293], [-9.003, -4.021, -0.500], [-9.053, -5.084, -1.395], [-7.866, -5.419, -2.060], [-6.694, -4.696, -1.854], [-2.859, 0.511, -0.954], [-2.698, 1.018, 0.332], [-3.524, 0.372, 1.308], [-2.948, -0.671, 1.990], [-3.804, -1.687, 2.441], [-1.591, -0.773, 2.316], [3.657, -3.811, 1.197], [5.091, -2.803, 1.076], [3.579, -2.120, 1.774], [2.479, -2.348, -0.417], [4.007, -2.902, -1.126], [2.517, -0.799, -1.913], [3.882, 0.347, -2.049], [3.135, 1.615, -0.121], [1.759, 0.476, 0.116], [1.446, 3.555, -1.993], [1.530, 3.173, -0.232], [-0.721, 1.840, -1.500], [-0.797, 3.555, -1.929], [-2.359, 4.331, 0.880], [-2.518, 4.161, -0.862], [-3.658, 2.663, 1.274], [-5.051, 2.144, -2.660], [-3.588, 0.768, -3.197], [-2.998, 2.426, -2.298], [-5.051, -0.382, -0.595], [-6.305, 0.575, -1.357], [-6.515, -1.110, -2.888], [-4.867, -0.819, -3.476], [-4.755, -3.338, -0.285], [-7.863, -2.457, 0.398], [-9.887, -3.736, 0.059], [-9.955, -5.647, -1.590], [-7.818, -6.251, -2.752], [-5.805, -4.977, -2.404], [-1.624, 0.924, 0.481], [-4.625, -1.257, 2.696], [-1.533, -0.498, 3.234], [0.439, 9.084, -1.947], [0.599, 9.335, -0.563], [-0.637, 9.473, 0.123], [-1.013, 8.208, 0.867], [-1.283, 7.140, -0.022], [-0.202, 6.226, -0.145], [1.401, 8.760, -2.341], [-0.298, 8.299, -2.133], [0.135, 10.000, -2.468], [-1.433, 9.757, -0.571], [-0.514, 10.286, 0.847], [-1.930, 8.395, 1.435], [-0.227, 7.932, 1.577], [-0.147, 5.590, 0.742], [0.751, 6.742, -0.289], [-0.392, 5.592, -1.007], [6.774, -1.279, -2.229], [8.178, -1.187, -2.431], [8.926, -1.895, -1.457], [9.411, -3.229, -1.985], [8.335, -4.119, -2.240], [7.984, -4.188, -3.611], [6.283, -0.920, -3.132], [6.459, -2.309, -2.045], [6.467, -0.651, -1.389], [8.338, -2.036, -0.545], [9.795, -1.279, -1.206], [10.044, -3.700, -1.226], [10.016, -3.086, -2.886], [8.723, -4.779, -4.163], [7.903, -3.196, -4.060], [7.018, -4.686, -3.682], [0.718, -4.489, 6.662], [1.226, -3.167, 6.662], [2.556, -3.081, 6.172], [2.595, -2.600, 4.736], [2.012, -3.540, 3.851], [0.691, -3.188, 3.463], [-0.358, -4.432, 6.821], [0.905, -4.993, 5.711], [1.164, -5.069, 7.477], [3.065, -4.046, 6.264], [3.085, -2.359, 6.802], [3.641, -2.479, 4.435], [2.105, -1.625, 4.644], [0.720, -2.374, 2.732], [0.080, -2.887, 4.316], [0.233, -4.057, 2.993]],
  "mulliken_charge": [-1.09, -0.22, -0.32, -0.55, -0.15, -0.30, -0.92, -0.23, -0.46, -0.74, 0.12, -0.68, -0.16, -0.64, -0.82, 0.46, -0.63, 0.09, -0.32, -0.26, -0.39, -0.46, -0.50, -0.16, -0.47, -0.22, -0.55, 0.67, -0.45, -0.26, 0.42, 0.32, 0.14, 0.44, 0.21, 0.40, 0.20, 0.27, 0.10, 0.23, 0.34, 0.48, 0.45, 0.40, 0.35, 0.29, 0.04, 0.06, -0.01, 0.05, 0.56, 0.28, 0.44, 0.29, 0.42, 0.34, 0.38, 0.34, 0.41, 0.51, 0.26, 0.20, -0.70, -0.38, -0.50, -0.57, -0.33, -0.94, 0.25, 0.29, 0.33, 0.32, 0.37, 0.38, 0.35, 0.44, 0.49, 0.24, -0.76, -0.43, -0.44, -0.47, -0.38, -0.74, 0.31, 0.33, 0.35, 0.25, 0.39, 0.37, 0.32, 0.33, 0.32, 0.25, -0.70, -0.37, -0.70, -0.32, -0.38, -0.75, 0.25, 0.28, 0.33, 0.35, 0.38, 0.40, 0.30, 0.23, 0.33, 0.38],
  "total_energy_ha": -2729.7860,
  "homo_lumo_gap_ev": 6.62,
  "molar_mass_g_mol": 718.60,
  "charge": -1,
  "lumo_ev": 2.217
}

Entry 4:
{
  "formula": "C14H24BrClN5O5P",
  "method": "ωB97M-V with the def2-TZVPD basis set",
  "species": ["N", "C", "O", "O", "C", "Br", "O", "N", "O", "P", "O", "Cl", "H", "H", "H", "C", "C", "C", "C", "N", "H", "H", "H", "H", "H", "H", "H", "C", "C", "C", "C", "N", "H", "H", "H", "H", "H", "H", "H", "C", "C", "C", "C", "N", "H", "H", "H", "H", "H", "H", "H"],
  "positions_angstrom": [[-1.446, -0.692, 5.333], [-0.780, 0.459, 4.854], [-0.294, 1.330, 5.510], [-0.794, 0.632, 3.483], [-0.766, -0.432, 2.582], [-2.504, -1.261, 2.286], [-0.438, 0.091, 1.311], [0.450, 1.205, 1.331], [0.701, 1.515, 0.235], [0.562, -1.698, 3.122], [1.834, -0.877, 2.530], [0.321, -3.021, 1.619], [-2.097, -0.404, 6.057], [-0.778, -1.350, 5.724], [2.224, -0.340, 3.242], [-7.348, -1.871, -1.581], [-6.838, -0.936, -0.490], [-5.361, -1.168, -0.152], [-5.132, -2.487, 0.435], [-4.982, -3.527, 0.898], [-7.303, -2.913, -1.262], [-8.384, -1.642, -1.829], [-6.755, -1.769, -2.492], [-7.440, -1.057, 0.412], [-6.951, 0.100, -0.812], [-5.009, -0.413, 0.553], [-4.746, -1.074, -1.049], [4.716, 2.674, -1.230], [3.376, 2.784, -0.514], [3.512, 2.966, 1.001], [4.109, 1.791, 1.632], [4.583, 0.871, 2.130], [5.273, 1.795, -0.901], [4.563, 2.585, -2.305], [5.335, 3.555, -1.051], [2.777, 1.893, -0.712], [2.816, 3.633, -0.909], [2.531, 3.135, 1.446], [4.126, 3.838, 1.232], [1.442, -0.070, -3.788], [2.264, -1.334, -3.561], [3.591, -1.054, -2.849], [4.494, -0.238, -3.661], [5.194, 0.411, -4.298], [1.962, 0.627, -4.446], [0.485, -0.312, -4.248], [1.240, 0.439, -2.843], [2.459, -1.826, -4.515], [1.695, -2.037, -2.951], [4.100, -1.988, -2.607], [3.410, -0.538, -1.904]],
  "mulliken_charge": [-0.38, 0.42, -0.50, -0.27, 0.47, -0.09, -0.13, 0.28, -0.33, 0.21, -0.42, -0.19, 0.28, 0.24, 0.33, -1.15, -0.48, -0.20, 0.16, -0.47, 0.34, 0.33, 0.30, 0.30, 0.32, 0.26, 0.27, -1.38, 0.16, -0.46, 0.26, -0.53, 0.35, 0.35, 0.40, -0.17, 0.37, 0.29, 0.43, -1.00, -0.48, -0.07, 0.22, -0.48, 0.36, 0.34, 0.15, 0.31, 0.33, 0.31, 0.01],
  "total_energy_ha": -4573.3255,
  "homo_lumo_gap_ev": 9.56,
  "molar_mass_g_mol": 488.71,
  "e_above_lowest_kcal_mol": 0.0,
  "smiles": "NC(=O)O[C@@](Br)(ON=O)P(O)Cl.CCCC#N.CCCC#N.CCCC#N",
  "lumo_ev": -0.363
}